This record from OMol25 describes a 2-piece molecular cluster, C7H11NO2S overall at a distorted geometry. The level of theory is wB97M-V/def2-TZVPD.

XYZ file:
```
22
Properties=species:S:1:pos:R:3
H 1.4485 2.8036 1.2469
H 2.1425 -0.1383 1.6650
C -0.0532 1.2295 1.6366
H 3.3008 -0.1117 0.2567
H -2.1254 -1.3348 -1.4784
H 0.3350 -2.0803 0.4370
H -1.1777 -2.8346 0.1265
C 1.2907 0.2869 -0.1170
H 1.2819 0.3886 -1.2291
C -0.6587 -1.9967 0.7633
H -0.3961 -1.0918 -1.7711
H -0.6127 -2.1487 1.7882
O 0.5232 2.4532 1.6354
O -1.0105 0.9272 2.2989
C -0.0592 1.8893 -2.8184
C 2.3759 0.1644 0.6768
H -1.9125 -0.1741 0.7117
H -1.4208 0.2619 -1.7537
S -1.1879 2.3741 -3.6675
C -0.9909 -0.5624 0.2479
C -1.2067 -0.6933 -1.2592
N 0.1137 0.3883 0.6035
```

Properties
charge = 0
M = 173.24 g/mol
maximum force = 4.15 eV Å⁻¹
HOMO-LUMO gap = 8.4 eV

---

This record from OMol25 describes a 2-piece molecular cluster, C9H11Cl2N2O2 overall. The level of theory is wB97M-V/def2-TZVPD.

XYZ file:
```
26
Properties=species:S:1:pos:R:3
C -1.4604 0.4497 0.3953
C -0.9176 -1.1786 2.2375
Cl 0.2473 2.2345 -0.8306
H -2.5777 -1.3309 0.9654
H -1.0120 -1.6757 0.2347
Cl -3.0558 0.8353 -0.3514
C -1.2677 1.4062 1.4918
H -1.1030 -1.0573 -1.7819
H 1.9510 0.7321 1.9319
H -2.2571 0.7239 -2.9769
H 1.5383 -0.9915 1.7993
H -0.7293 1.6244 -3.2146
H -1.0058 0.1014 -4.0200
C -0.5144 -0.1539 -1.9615
C -0.2847 0.5584 -0.6186
H 0.4725 -0.4610 -2.3088
O 3.4269 0.5455 -0.0950
H 0.5407 0.0433 -0.1153
H 2.9025 -0.4954 2.7954
N -1.1270 2.2101 2.2968
C 3.2819 -0.4567 0.6430
C 2.3582 -0.2798 1.8750
C -1.5364 -1.0184 0.9290
O 3.7670 -1.6031 0.5046
N -0.4595 -1.4048 3.2604
C -1.1781 0.6423 -3.0853
```

Properties
charge = -1
M = 250.11 g/mol
maximum force = 0.50 eV Å⁻¹
HOMO-LUMO gap = 6.5 eV

---

This record from OMol25 describes C5H4N2O as an isolated structure at a distorted geometry. The level of theory is wB97M-V/def2-TZVPD.

XYZ file:
```
12
Properties=species:S:1:pos:R:3
N -1.8254 -1.3046 2.2541
H -0.3979 1.0699 -2.0826
H -0.5290 -2.8955 -0.6571
H 0.8292 -1.3504 0.0993
C -1.3310 -1.7615 1.3132
O -1.0729 -0.6787 -0.8054
C -0.4303 -1.7397 0.0231
C 0.6940 0.9140 -0.1381
N 2.6368 2.6282 -0.8819
C -0.3559 0.5132 -0.9829
H 0.7118 0.4253 0.8765
C 1.8047 1.8932 -0.4484
```

Properties
charge = 0
M = 108.10 g/mol
maximum force = 4.63 eV Å⁻¹
HOMO-LUMO gap = 9.9 eV

---

This record from OMol25 describes a single C3H2N2O2 molecule. The level of theory is wB97M-V/def2-TZVPD.

XYZ file:
```
9
Properties=species:S:1:pos:R:3
N 0.6597 0.8662 0.0390
H 2.7533 0.3812 0.0369
C -0.3150 0.0183 0.0986
N 1.4498 -1.2402 0.2283
C 1.7383 0.0217 0.1053
C -1.7648 0.3167 -0.1605
H -2.3401 0.7381 0.6670
O 0.0671 -1.2493 0.2323
O -2.2484 0.1473 -1.2469
```

Properties
charge = 0
M = 98.06 g/mol
maximum force = 0.52 eV Å⁻¹
HOMO-LUMO gap = 11.2 eV
SMILES = O=Cc1ncno1

---

This record from OMol25 describes C4H10N4 as an isolated structure at a distorted geometry. The level of theory is wB97M-V/def2-TZVPD.

XYZ file:
```
18
Properties=species:S:1:pos:R:3
C -1.2912 -0.7905 -2.4572
N -0.1007 -1.0332 -1.6681
C 0.8575 1.1521 1.5921
H 1.9944 2.1095 0.3525
H -2.2420 -0.8728 -1.8917
N 1.7066 2.0535 1.3239
H -1.4138 -1.5164 -3.2676
H -0.3525 1.0817 -0.6880
H -0.4594 -2.2002 0.8433
H -1.2292 0.2270 -2.8612
H -0.1063 0.2128 3.1108
N -0.0816 -1.3993 1.3500
H 1.3258 0.4327 -0.9325
H 0.7218 1.6220 3.5669
C 0.2285 -0.4219 0.6806
H -0.1658 -1.9899 -1.3201
C 0.3247 0.2373 -0.5575
N 0.2832 1.0957 2.8236
```

Properties
charge = 0
M = 114.15 g/mol
maximum force = 7.47 eV Å⁻¹
HOMO-LUMO gap = 9.1 eV

---

This record from OMol25 describes a 2-piece molecular cluster, C3H9O3 overall at a distorted geometry. The level of theory is wB97M-V/def2-TZVPD.

XYZ file:
```
15
Properties=species:S:1:pos:R:3
C -0.3427 -0.6670 -1.1383
H -0.1160 2.5483 2.7078
H -0.6772 -1.4439 0.7793
H -0.6916 -2.7646 -0.5292
H -1.4266 -0.5104 -1.4478
O 1.1810 -2.1563 0.3785
H 1.0037 1.0208 -0.9369
C 0.0530 0.7006 -0.5179
H 1.8197 -1.9288 -0.3919
H 0.3358 -1.0135 -2.0259
O 0.0718 3.1401 2.0247
H -0.5585 2.6886 1.2956
C -0.1854 -1.8698 -0.1428
H 0.4931 0.5009 0.5744
O -0.9601 1.7551 -0.6297
```

Properties
charge = -1
M = 93.10 g/mol
maximum force = 3.90 eV Å⁻¹
HOMO-LUMO gap = 6.6 eV

---

This record from OMol25 describes an isolated ion of composition C9H14NO3 and charge -1 at a distorted geometry. The level of theory is wB97M-V/def2-TZVPD.

XYZ file:
```
27
Properties=species:S:1:pos:R:3
C -0.6730 2.7960 0.9742
C -0.2684 2.1991 -0.2239
C -1.5802 -1.4088 -0.2214
H 0.3544 -3.2663 -0.3100
H 0.8339 2.0339 -0.2806
H -0.2468 4.1829 2.5418
C 1.4233 -1.4433 -0.8046
H -1.1340 -1.4621 -2.3046
O 2.7532 -0.6703 1.3319
H 0.8679 -2.9656 -2.0382
O 1.0682 0.4190 2.2677
H -1.5842 -2.0366 0.6231
C 0.0157 3.7408 1.5860
H -1.5168 -2.9897 -1.8497
C -0.7035 -0.2394 0.2377
O -0.9994 1.0071 -0.4965
H 2.4532 -1.7403 -0.6747
C 0.4967 -2.6071 -1.1789
H -2.5760 -1.0867 -0.5397
H 1.4722 -0.8941 -1.7009
H 1.0405 3.9800 1.3203
H -1.5356 2.4860 1.4989
N 1.5802 -0.2604 1.3090
C -0.9149 -2.1810 -1.4444
H -0.9435 -0.0041 1.3089
H -0.5286 2.9436 -1.1555
C 0.8455 -0.5323 0.2241
```

Properties
charge = -1
M = 184.22 g/mol
maximum force = 4.87 eV Å⁻¹
HOMO-LUMO gap = 6.7 eV
SMILES = C=CCO[C@H]1CCCCC1=[N+]([O-])[O-]

---

This record from OMol25 describes a single C4H8O2 molecule. The level of theory is wB97M-V/def2-TZVPD.

XYZ file:
```
14
Properties=species:S:1:pos:R:3
H 0.6299 2.0907 0.1680
C -0.2731 1.7211 -0.3298
O 0.4667 -0.3386 -1.4136
H -1.3613 -0.1483 -0.4564
H 1.3266 -2.2676 0.2621
C 0.2468 -0.4383 0.9271
C 0.3724 -1.9322 0.7126
H 1.2354 -0.0090 1.1354
C -0.3190 0.1932 -0.3490
H -1.1432 2.1420 0.1836
H -0.4145 -0.2455 1.7797
O -0.5079 -2.7153 0.9791
H 0.0056 -0.1586 -2.2426
H -0.2641 2.1065 -1.3563
```

Properties
charge = 0
M = 88.11 g/mol
maximum force = 0.47 eV Å⁻¹
HOMO-LUMO gap = 10.5 eV
SMILES = C[C@@H](O)CC=O

---

Which of these has the highest M? C9H11Cl2N2O2